No. 1
46
Properties=species:S:1:pos:R:3:forces:R:3:lowdin_charge:R:1 method="wB97M-V/def2-TZVPD" smiles="O=C(COC(=O)COc1cccc(F)c1)NCCC1=CCCCC1" total_charge=0 homo_lumo_gap_ev=9.75 homo_energy_ha=-0.3335
O -1.565 -2.836 2.087 -0.183 -0.389 0.189 0.068
C -1.365 -2.111 1.137 -0.232 0.428 -0.556 -0.469
C -2.375 -2.045 -0.017 -0.366 -0.473 0.465 -0.034
O -2.091 -0.965 -0.898 0.350 -0.144 -0.134 0.004
C -3.109 -0.241 -1.357 -0.148 0.283 -0.139 -0.487
O -4.271 -0.481 -1.178 0.036 0.019 -0.085 0.133
C -2.595 0.959 -2.154 -0.190 -0.051 0.034 -0.074
O -1.297 1.352 -1.790 0.193 0.088 0.033 -0.023
C -1.065 1.698 -0.490 0.146 0.189 0.304 -0.265
C -2.042 1.833 0.491 -0.185 -0.045 -0.350 -0.015
C -1.681 2.169 1.785 0.161 0.000 -0.036 -0.055
C -0.359 2.381 2.127 0.159 0.027 0.041 -0.018
C 0.597 2.252 1.135 -0.221 -0.058 -0.068 -0.280
F 1.895 2.447 1.445 -0.081 -0.015 -0.035 0.062
C 0.272 1.915 -0.161 -0.021 -0.005 -0.059 0.065
N -0.295 -1.317 0.987 0.331 0.265 -0.156 0.091
C 0.847 -1.374 1.869 0.125 -0.205 0.162 -0.149
C 2.027 -2.094 1.196 -0.206 0.105 -0.046 -0.127
C 2.556 -1.314 0.021 0.047 -0.217 0.280 -0.254
C 2.041 -1.441 -1.195 -0.074 0.046 -0.230 -0.064
C 2.532 -0.693 -2.396 0.202 0.035 -0.044 -0.191
C 3.932 -0.133 -2.161 -0.177 0.183 -0.028 -0.199
C 3.985 0.588 -0.820 0.184 -0.181 0.018 -0.193
C 3.702 -0.388 0.319 -0.010 0.218 -0.208 -0.152
H -2.321 -2.988 -0.574 -0.008 0.143 0.071 0.148
H -3.388 -1.945 0.387 0.250 -0.034 -0.013 0.138
H -2.529 0.673 -3.208 -0.080 0.028 0.157 0.149
H -3.320 1.778 -2.061 0.082 -0.182 0.046 0.146
H -3.085 1.676 0.266 -0.121 -0.002 -0.032 0.115
H -2.448 2.267 2.537 -0.071 -0.001 0.073 0.113
H -0.066 2.640 3.132 0.060 0.029 0.105 0.118
H 1.032 1.815 -0.918 0.134 -0.018 -0.093 0.117
H -0.173 -0.813 0.121 -0.147 -0.018 0.073 0.111
H 1.133 -0.355 2.145 -0.005 -0.048 0.071 0.112
H 0.533 -1.918 2.761 0.057 0.139 -0.043 0.123
H 2.816 -2.227 1.937 0.055 -0.064 0.027 0.117
H 1.685 -3.080 0.876 0.018 -0.029 0.063 0.122
H 1.223 -2.128 -1.370 -0.100 -0.159 0.109 0.111
H 2.534 -1.359 -3.263 -0.055 0.049 -0.017 0.110
H 1.835 0.121 -2.624 -0.006 0.009 -0.108 0.106
H 4.652 -0.955 -2.154 0.062 -0.033 -0.046 0.118
H 4.205 0.547 -2.970 0.056 -0.049 -0.017 0.109
H 4.965 1.046 -0.674 -0.034 0.080 0.016 0.111
H 3.245 1.389 -0.808 -0.022 0.088 0.010 0.093
H 3.493 0.167 1.237 0.026 -0.034 0.095 0.111
H 4.591 -0.999 0.509 0.008 0.001 0.101 0.125

No. 2
36
Properties=species:S:1:pos:R:3:forces:R:3:lowdin_charge:R:1 method="wB97M-V/def2-TZVPD" smiles=Oc1cc2c(cc1O)-c1cc3ccc(O)c(O)c3c[n+]1CC2 total_charge=+1 homo_lumo_gap_ev=6.23 homo_energy_ha=-0.4055
O 5.537 -1.971 -1.234 -2.510 1.588 0.377 0.043
C 4.234 -1.358 -1.012 1.966 -1.507 -1.513 -0.165
C 3.306 -1.147 -2.027 -0.726 0.233 2.004 0.052
C 1.990 -0.794 -1.638 0.606 0.863 1.472 -0.144
C 1.617 -0.634 -0.234 1.507 0.577 -2.312 -0.054
C 2.648 -0.897 0.731 -1.182 0.464 0.446 0.071
C 3.934 -1.212 0.323 -1.063 -0.411 0.495 -0.288
O 4.838 -1.546 1.250 -0.280 0.308 0.769 0.113
C 0.312 0.082 0.033 0.234 -1.058 -0.689 -0.144
C -0.016 0.417 1.273 -3.595 2.037 0.886 0.079
C -1.391 0.955 1.591 0.939 -0.967 -2.538 -0.090
C -1.797 1.250 2.848 -1.537 1.099 0.745 -0.005
C -3.124 1.712 3.110 3.634 -1.608 0.447 0.061
C -4.104 1.564 2.210 -1.356 -0.287 -3.121 -0.248
O -5.337 1.638 2.786 -0.213 0.423 -2.038 0.099
C -3.862 1.358 0.781 4.711 0.118 3.529 -0.144
O -4.862 1.347 -0.029 -2.336 0.022 -1.710 0.135
C -2.380 1.077 0.473 -1.539 0.487 2.392 -0.034
C -1.985 0.740 -0.769 3.373 -1.370 -0.362 0.090
N -0.622 0.271 -0.997 -2.516 -0.783 0.440 0.025
C -0.396 -0.705 -2.078 -2.693 0.236 -3.309 -0.148
C 0.956 -0.555 -2.711 0.401 1.731 1.064 -0.137
H 5.696 -1.900 -2.176 0.326 -0.143 -0.303 0.100
H 3.612 -1.256 -3.047 -0.152 -0.109 -0.493 0.125
H 2.517 -0.923 1.850 -0.166 0.226 -1.367 0.149
H 5.540 -2.011 0.809 0.882 -0.327 -0.249 0.101
H 0.734 0.346 2.005 0.429 -0.087 1.156 0.105
H -1.071 1.082 3.595 0.418 0.296 1.145 0.112
H -3.510 1.983 4.070 0.408 0.101 0.693 0.140
H -5.888 1.850 2.016 -0.912 -0.084 0.534 0.118
H -4.844 1.584 -0.984 0.701 -0.179 1.026 0.170
H -2.766 0.790 -1.526 1.039 -0.450 -0.694 0.139
H -0.474 -1.791 -1.819 -0.465 1.043 0.635 0.156
H -1.262 -0.448 -2.856 1.902 -0.861 1.418 0.165
H 1.192 -1.328 -3.380 -0.480 -0.978 -1.447 0.107
H 1.030 0.429 -3.236 0.246 -0.642 0.473 0.147

No. 3
62
Properties=species:S:1:pos:R:3:forces:R:3:lowdin_charge:R:1 method="wB97M-V/def2-TZVPD" total_charge=-1 homo_lumo_gap_ev=5.60 homo_energy_ha=-0.1240
Tl 1.170 -3.364 -1.339 -0.033 0.027 0.025 0.643
S 3.933 -4.329 0.674 0.043 0.024 -0.008 0.354
C 2.751 -3.658 1.711 0.100 -0.189 0.018 -0.905
C 3.046 -3.350 3.069 0.086 0.057 -0.009 -0.150
C 2.092 -2.807 3.887 -0.075 0.011 0.049 -0.117
C 0.804 -2.570 3.388 0.027 -0.009 -0.032 -0.109
C 0.575 -2.898 2.068 -0.007 0.092 0.057 -0.187
N 1.500 -3.412 1.256 -0.099 0.039 -0.146 -0.081
H 4.047 -3.549 3.424 -0.002 0.004 -0.003 0.080
H 2.337 -2.568 4.916 -0.016 0.007 0.009 0.092
H 0.017 -2.147 3.996 -0.017 0.008 0.029 0.081
H -0.392 -2.731 1.605 -0.016 -0.007 0.046 0.084
C 0.419 5.253 -1.394 0.015 0.025 -0.016 -0.087
O 0.183 3.890 -1.128 -0.023 -0.095 0.019 -0.088
C -0.836 3.584 -0.267 0.039 -0.055 0.026 -0.214
C -1.692 4.513 0.292 0.000 0.014 0.000 -0.038
C -2.691 4.098 1.171 -0.020 0.015 0.017 -0.108
C -2.805 2.761 1.493 -0.011 0.005 0.018 -0.098
C -1.936 1.824 0.945 -0.041 -0.012 0.017 -0.019
C -0.953 2.213 0.044 -0.010 0.115 -0.021 -0.159
N -0.043 1.351 -0.546 0.073 -0.011 -0.055 0.161
C -0.113 -0.041 -0.664 0.065 -0.070 -0.030 -0.343
N -1.378 -0.502 -0.815 0.030 0.050 -0.136 0.137
C -1.934 -1.807 -0.707 -0.179 -0.050 0.042 -0.209
C -1.210 -2.991 -0.721 0.021 -0.021 -0.090 -0.261
C -1.974 -4.163 -0.586 0.041 0.018 -0.002 -0.182
C -3.351 -4.171 -0.467 -0.025 -0.027 0.020 -0.119
C -4.054 -2.967 -0.476 -0.034 -0.020 0.021 -0.060
C -3.341 -1.791 -0.592 0.021 0.053 0.004 -0.224
O -3.939 -0.540 -0.609 0.152 -0.057 0.007 -0.124
C -5.332 -0.484 -0.439 -0.045 -0.009 0.000 -0.103
N 0.942 -0.771 -0.676 0.053 0.108 0.059 0.083
C 2.206 -0.180 -0.457 -0.080 0.033 -0.041 -0.223
C 2.878 -0.362 0.742 -0.034 0.006 -0.067 -0.002
C 4.167 0.121 0.921 0.006 -0.030 0.008 -0.080
C 4.798 0.795 -0.106 0.048 0.048 0.024 -0.099
C 4.141 1.007 -1.314 0.001 0.019 -0.021 -0.034
C 2.853 0.526 -1.487 -0.069 -0.055 0.008 -0.231
O 2.112 0.713 -2.627 -0.012 -0.023 0.097 -0.093
C 2.745 1.356 -3.706 0.021 0.002 -0.042 -0.092
H 1.286 5.286 -2.049 -0.003 0.020 0.002 0.090
H 0.636 5.804 -0.474 0.002 0.009 -0.018 0.096
H -0.435 5.713 -1.899 0.010 0.011 0.005 0.093
H -1.593 5.562 0.049 -0.012 -0.010 0.008 0.097
H -3.362 4.829 1.602 -0.008 0.003 0.002 0.094
H -3.567 2.427 2.186 -0.011 0.006 0.009 0.099
H -2.025 0.781 1.215 0.009 0.033 0.028 0.118
H 0.775 1.778 -0.949 0.002 -0.004 0.000 0.126
H -2.073 0.216 -0.941 0.033 -0.039 0.025 0.118
H -1.464 -5.125 -0.581 0.020 -0.006 -0.006 0.075
H -3.896 -5.104 -0.369 -0.003 0.004 -0.005 0.089
H -5.131 -2.961 -0.388 0.007 -0.013 -0.005 0.089
H -5.599 0.571 -0.445 -0.015 -0.011 0.001 0.088
H -5.634 -0.931 0.515 -0.009 0.018 -0.021 0.093
H -5.856 -0.998 -1.252 -0.003 0.022 0.024 0.091
H 2.379 -0.907 1.530 -0.026 -0.068 0.046 0.098
H 4.677 -0.060 1.857 0.012 0.002 0.016 0.102
H 5.808 1.164 0.019 0.011 -0.013 0.000 0.095
H 4.644 1.539 -2.110 -0.008 -0.011 0.019 0.094
H 2.020 1.373 -4.516 0.013 0.005 -0.006 0.091
H 3.636 0.807 -4.027 -0.013 0.019 -0.015 0.096
H 3.030 2.384 -3.453 -0.004 -0.017 -0.008 0.089